Formula: C4H9NO2
Source: the OMol25 dataset
Level of theory: ωB97M-V/def2-TZVPD

Computed properties:
Total energy, a.u.: -363.00080
LUMO level, eV: 1.0
Total charge: 0

Last column: Mulliken charge in e.
Element x y z (Å)
C  -2.348  0.248  0.817  -0.71
O  -1.170  -0.318  0.313  -0.28
C  -0.570  0.460  -0.691  -0.49
C  0.632  -0.264  -1.302  -0.51
N  1.580  -0.882  1.146  -0.52
C  2.301  -0.188  0.377  0.07
O  1.915  0.188  -0.851  -0.38
H  -2.178  1.241  1.262  0.30
H  -3.123  0.346  0.039  0.29
H  -2.713  -0.427  1.595  0.23
H  -0.250  1.446  -0.307  0.33
H  -1.304  0.648  -1.497  0.40
H  0.669  -0.063  -2.376  0.31
H  0.524  -1.339  -1.129  0.36
H  2.044  -1.038  2.034  0.22
H  3.308  0.199  0.570  0.38

Force components x, y, z for each atom (eV/Å):
-0.26 0.08 0.12
0.09 -0.03 -0.09
0.09 0.17 -0.23
-0.26 -0.05 -0.13
0.28 0.17 -0.12
-0.06 -0.09 0.19
-0.03 0.04 0.08
0.04 -0.14 -0.08
0.13 -0.01 0.08
0.02 0.12 -0.11
-0.06 -0.19 -0.02
0.13 -0.03 0.15
-0.05 -0.06 0.15
0.03 0.12 0.01
0.08 -0.05 -0.04
-0.18 -0.05 0.04

Formula: C4H9NO2
Source: the OMol25 dataset
Level of theory: ωB97M-V/def2-TZVPD

Computed properties:
Total energy, a.u.: -362.90024
LUMO level, eV: -0.5
Total charge: 0

Last column: Mulliken charge in e.
Element x y z (Å)
N  -1.650  -0.055  1.228  -0.31
C  -0.861  1.046  1.275  0.61
O  -0.807  1.809  2.226  -0.64
C  -0.049  1.231  -0.010  -0.95
C  1.377  -0.501  -0.327  -0.71
C  0.677  -1.190  -1.404  -0.04
O  -0.634  -1.063  -1.302  -0.74
H  -2.238  -0.276  2.015  0.20
H  -1.584  -0.684  0.435  0.27
H  -0.485  2.076  -0.568  0.37
H  0.912  1.657  0.316  0.29
H  2.439  -0.271  -0.433  0.40
H  1.042  -0.781  0.668  0.33
H  1.124  -1.138  -2.412  0.34
H  1.177  -2.118  -0.920  0.20
H  -0.439  0.258  -0.787  0.39

Force components x, y, z for each atom (eV/Å):
-0.04 -0.06 0.14
-0.02 -0.11 -0.07
0.05 -0.24 -0.41
0.01 0.14 0.02
-0.01 -0.13 0.06
0.10 0.25 0.00
-0.02 0.03 0.04
0.06 0.05 -0.03
-0.09 0.01 0.09
0.04 -0.30 -0.12
-0.07 -0.31 -0.21
-0.17 0.25 0.09
0.05 0.23 -0.04
-0.05 0.21 0.23
-0.27 -0.26 -0.17
0.44 0.23 0.36

Formula: C4H9NO2
Source: the OMol25 dataset
Level of theory: ωB97M-V/def2-TZVPD

Computed properties:
Total energy, a.u.: -363.04840
LUMO level, eV: 0.7
Total charge: 0

Last column: Mulliken charge in e.
Element x y z (Å)
O  0.808  2.815  0.653  -0.54
C  1.539  2.123  -0.019  0.00
N  1.410  0.777  -0.204  -0.09
C  0.368  0.045  0.483  -0.98
C  -0.633  -0.593  -0.473  0.43
C  -1.880  -1.024  0.266  -1.29
O  -0.064  -1.739  -1.154  -0.55
H  2.364  2.557  -0.603  0.34
H  2.239  0.319  -0.544  0.25
H  0.741  -0.720  1.172  0.39
H  -0.169  0.801  1.054  0.44
H  -0.809  0.116  -1.286  0.26
H  -1.608  -1.706  1.072  0.27
H  -2.442  -0.161  0.618  0.37
H  -2.537  -1.562  -0.418  0.36
H  0.673  -2.046  -0.616  0.33

Force components x, y, z for each atom (eV/Å):
-0.08 -0.07 -0.05
-0.12 0.08 -0.12
0.42 0.19 0.35
-0.50 0.17 -0.31
0.54 -0.49 -0.40
-0.24 0.03 -0.60
0.17 0.39 0.39
0.19 -0.08 0.06
-0.18 -0.18 -0.20
0.20 0.12 0.00
0.03 -0.10 0.22
-0.39 0.09 0.22
-0.11 0.12 0.19
0.08 0.01 0.32
0.08 -0.07 0.01
-0.08 -0.22 -0.09

Formula: C4H9NO2
Source: the OMol25 dataset
Level of theory: ωB97M-V/def2-TZVPD

Computed properties:
Total energy, a.u.: -363.05006
LUMO level, eV: 0.9
Total charge: 0

Last column: Mulliken charge in e.
Element x y z (Å)
C  -2.595  0.105  -0.132  -1.18
C  -1.151  0.572  -0.250  -0.24
C  -0.244  -0.283  0.608  -0.54
O  1.058  0.328  0.628  -0.32
C  2.030  -0.412  0.093  0.57
O  1.878  -1.540  -0.314  -0.55
N  3.172  0.370  -0.221  -0.50
H  -2.927  0.149  0.911  0.32
H  -3.255  0.736  -0.730  0.34
H  -2.708  -0.931  -0.476  0.32
H  -0.815  0.528  -1.295  0.24
H  -1.042  1.611  0.077  0.30
H  -0.552  -0.303  1.652  0.33
H  -0.200  -1.310  0.225  0.37
H  4.008  0.379  0.365  0.25
H  3.343  0.002  -1.140  0.29

Force components x, y, z for each atom (eV/Å):
-0.08 -0.01 0.00
0.04 0.07 0.05
-0.19 -0.04 0.18
0.32 -0.46 0.09
-0.02 0.17 -0.47
0.14 0.09 0.23
-0.31 0.11 0.00
-0.02 0.00 -0.15
0.00 -0.09 0.07
0.01 0.17 0.04
-0.02 -0.02 0.21
-0.12 -0.06 -0.07
-0.30 -0.01 0.01
0.16 0.30 0.18
-0.72 -0.28 -0.11
1.11 0.05 -0.26

Formula: C4H9NO2
Source: the OMol25 dataset
Level of theory: ωB97M-V/def2-TZVPD

Computed properties:
Total energy, a.u.: -362.99201
LUMO level, eV: 0.9
Total charge: 0

Last column: Mulliken charge in e.
Element x y z (Å)
C  0.150  -0.108  0.531  -0.72
C  -1.335  -0.570  0.670  -0.37
C  -1.796  -0.063  1.997  0.01
O  -1.403  -0.323  3.103  -0.46
N  0.713  -0.464  -0.776  -0.26
C  1.471  0.606  -1.344  -0.47
O  1.784  0.563  -2.745  -0.54
H  0.203  0.918  0.900  0.48
H  0.663  -0.784  1.227  0.28
H  -1.262  -1.666  0.703  0.24
H  -2.023  -0.284  -0.118  0.30
H  -2.572  0.770  1.985  0.30
H  1.263  -1.312  -0.786  0.25
H  0.797  1.484  -1.335  0.33
H  2.404  0.773  -0.796  0.32
H  0.945  0.460  -3.215  0.31

Force components x, y, z for each atom (eV/Å):
-0.42 -2.08 0.18
0.82 -0.91 0.53
-1.57 1.74 0.62
0.68 -0.87 -0.23
-0.39 0.52 -0.87
-0.75 1.93 -1.07
0.14 -1.15 0.56
0.67 0.08 -0.69
-0.04 0.77 0.47
-0.37 0.17 -0.07
0.18 0.29 -0.17
0.36 -0.57 -0.54
-0.10 -0.08 0.47
0.49 -0.06 1.05
0.11 0.25 -0.38
0.17 -0.03 0.12

Formula: C4H9NO2
Source: the OMol25 dataset
Level of theory: ωB97M-V/def2-TZVPD

Computed properties:
Total energy, a.u.: -362.85147
LUMO level, eV: 0.8
Total charge: 0

Last column: Mulliken charge in e.
Element x y z (Å)
C  -1.469  -0.098  -2.564  -0.56
C  1.827  0.708  0.946  -1.16
C  -0.484  -0.011  1.529  -1.27
C  0.752  -0.264  0.657  0.43
N  -0.822  -0.489  -1.500  0.61
O  -1.170  -1.519  -0.873  -0.67
O  0.226  0.230  -1.141  -0.51
H  -1.187  0.799  -3.045  0.31
H  -2.179  -0.917  -2.809  0.26
H  2.075  1.029  0.001  0.39
H  1.355  1.500  1.534  0.31
H  2.642  0.172  1.467  0.29
H  -0.150  -0.107  2.582  0.37
H  -1.294  -0.720  1.473  0.40
H  -0.923  0.986  1.367  0.33
H  0.801  -1.299  0.376  0.48

Force components x, y, z for each atom (eV/Å):
-0.56 -2.03 0.76
-0.70 -1.53 1.48
0.25 -0.04 0.26
-3.74 0.69 -1.13
-1.41 -0.11 -1.28
0.83 -0.12 0.59
1.56 -0.21 3.33
0.07 0.50 -0.50
0.32 1.43 -0.42
1.42 1.16 -1.93
0.64 0.05 -0.03
-0.19 0.62 -0.27
0.15 0.43 -0.37
-0.01 -0.39 -0.64
0.48 -0.22 0.12
0.89 -0.21 0.02

In the order shown, the computed E_HOMO values come out to -9.6254, -9.5260, -10.0451, -9.9197, -9.2669, -8.1812 eV.